{"formula": "C27H45As2N4O9PV", "method": "ωB97M-V/def2-TZVPD", "species": ["V", "N", "C", "C", "C", "C", "C", "N", "H", "H", "H", "H", "H", "H", "C", "O", "C", "O", "C", "C", "As", "C", "C", "C", "As", "C", "C", "O", "O", "C", "C", "O", "O", "C", "C", "O", "O", "C", "H", "H", "H", "H", "H", "H", "H", "H", "H", "H", "H", "H", "H", "H", "H", "H", "H", "H", "C", "N", "C", "C", "O", "N", "C", "C", "H", "H", "H", "H", "H", "H", "H", "H", "H", "H", "H", "H", "C", "P", "C", "C", "H", "H", "H", "H", "H", "H", "H", "H", "H"], "xyz": [[-1.613176, 0.108169, 0.245645], [-3.295160, 1.578309, 2.887926], [-2.888368, 0.338578, 3.262141], [-3.168603, -0.147306, 4.553576], [-2.798622, -1.419566, 4.890565], [-2.152331, -2.225536, 3.944762], [-1.909008, -1.685443, 2.712910], [-2.251881, -0.422736, 2.352751], [-3.614783, 2.208460, 3.602411], [-2.890898, 1.984842, 2.056999], [-3.674429, 0.493346, 5.262623], [-3.009214, -1.799654, 5.880948], [-1.855272, -3.238385, 4.170919], [-1.422764, -2.280936, 1.947394], [0.432909, -3.464026, -1.258906], [0.582088, -4.123391, -0.002108], [1.551116, -3.757996, 0.870342], [1.822269, -4.457183, 1.800134], [2.189946, -2.418961, 0.662955], [3.496521, -2.181379, 0.576683], [4.333550, -0.394513, 0.637107], [5.695448, -0.733370, -0.739217], [3.074740, 0.509685, -0.608972], [1.797504, 0.092475, -0.684602], [0.984590, -0.883877, 0.781438], [1.630496, -0.006792, 2.404920], [0.785065, 0.228228, -1.750862], [-0.392637, 0.479553, -1.463184], [0.978726, -0.185666, -2.972040], [2.216329, -0.621353, -3.549805], [3.465802, 1.662379, -1.523323], [2.792193, 1.919481, -2.487959], [4.524061, 2.423886, -1.255146], [5.043883, 2.645280, 0.063605], [4.598336, -3.189765, 0.847008], [5.362380, -2.898743, 1.726655], [4.728058, -4.330816, 0.182033], [3.931197, -4.677388, -0.950599], [-0.008096, -4.194899, -1.933119], [1.392163, -3.140112, -1.666042], [-0.241691, -2.604213, -1.174481], [6.499317, -1.288419, -0.258238], [6.089137, 0.211058, -1.112823], [5.297241, -1.310643, -1.572277], [2.272538, 0.844444, 2.186175], [2.174734, -0.726120, 3.016752], [0.751252, 0.330990, 2.954492], [2.610521, 0.186957, -4.158418], [1.961796, -1.476540, -4.170183], [2.942892, -0.905997, -2.789323], [5.435298, 3.658735, 0.052495], [5.858018, 1.955692, 0.287571], [4.263519, 2.568595, 0.821848], [4.542608, -5.347090, -1.548106], [3.678658, -3.795248, -1.542427], [3.033941, -5.204751, -0.630506], [-2.988860, 5.071605, -1.264166], [-2.745072, 3.648573, -1.024724], [-3.896731, 2.792984, -1.264655], [-1.712569, 3.180398, -0.308316], [-1.846146, 2.114949, 0.388553], [-0.526929, 3.811931, -0.303970], [-0.005382, 4.559072, -1.446136], [0.458755, 3.465884, 0.706785], [-3.981924, 5.316914, -0.886302], [-2.952789, 5.304884, -2.328141], [-2.266931, 5.680808, -0.732749], [-4.381792, 3.128785, -2.179580], [-4.613047, 2.849327, -0.441740], [-3.577050, 1.761850, -1.396325], [-0.651079, 4.432184, -2.309188], [0.975388, 4.151432, -1.695915], [0.104281, 5.619946, -1.221270], [-0.031442, 3.084873, 1.598685], [1.018988, 4.362431, 0.969808], [1.159071, 2.713100, 0.327552], [-5.199443, -0.696960, 0.069597], [-3.610112, -1.234684, -0.629566], [-3.519528, -2.992003, -0.154624], [-3.900345, -1.292171, -2.421161], [-5.968915, -1.441382, -0.138121], [-5.502544, 0.252247, -0.368477], [-5.104517, -0.566693, 1.147746], [-4.350199, -3.546202, -0.594058], [-3.577025, -3.080436, 0.930276], [-2.582630, -3.436774, -0.491489], [-4.778962, -1.896980, -2.649119], [-3.029916, -1.724220, -2.915885], [-4.048472, -0.286028, -2.814427]], "forces_ev_per_angstrom": [[0.049, 0.083, 0.434], [0.064, 0.021, -0.041], [0.013, -0.087, -0.060], [-0.001, 0.013, 0.014], [-0.021, 0.001, 0.029], [0.025, 0.014, -0.081], [-0.035, -0.066, 0.110], [0.094, 0.132, -0.401], [-0.025, 0.005, 0.008], [-0.044, 0.033, -0.002], [-0.012, 0.018, -0.008], [0.000, -0.004, 0.012], [0.017, -0.010, -0.021], [0.009, 0.027, -0.006], [-0.006, 0.018, -0.077], [0.018, 0.035, 0.088], [0.063, -0.121, 0.044], [-0.047, 0.088, -0.104], [0.073, 0.115, 0.006], [0.029, -0.098, -0.030], [0.044, 0.077, -0.016], [0.028, -0.007, -0.016], [-0.242, -0.025, -0.044], [0.591, 0.179, 0.124], [-0.219, -0.439, 0.171], [-0.025, 0.016, 0.046], [-0.288, -0.154, -0.507], [-0.207, 0.319, 0.146], [-0.138, 0.022, 0.086], [0.243, 0.046, -0.064], [0.047, 0.108, -0.069], [-0.038, -0.111, 0.012], [-0.110, -0.125, -0.061], [0.054, -0.020, 0.148], [-0.207, -0.358, 0.134], [0.039, 0.145, -0.100], [0.061, 0.211, 0.070], [-0.045, 0.062, -0.045], [0.015, 0.022, 0.017], [-0.007, -0.003, 0.020], [0.035, -0.052, 0.006], [-0.007, 0.017, -0.013], [-0.014, -0.045, 0.023], [0.003, 0.014, 0.007], [-0.041, -0.023, 0.009], [0.002, 0.027, -0.035], [0.021, -0.009, -0.021], [0.001, -0.034, 0.026], [-0.009, 0.022, 0.013], [-0.051, 0.009, 0.022], [-0.009, -0.026, 0.005], [-0.039, 0.032, -0.022], [0.015, 0.001, -0.034], [-0.017, 0.020, -0.002], [-0.005, -0.010, 0.002], [-0.007, -0.013, -0.003], [0.089, 0.007, -0.071], [0.101, 0.019, 0.079], [-0.009, -0.038, 0.032], [0.147, -0.075, -0.155], [-0.271, -0.016, 0.085], [-0.122, 0.017, 0.038], [-0.041, 0.053, -0.016], [0.011, -0.019, 0.032], [0.007, -0.004, -0.007], [0.010, 0.014, 0.007], [0.073, 0.012, 0.021], [-0.014, -0.026, 0.008], [-0.018, -0.021, 0.001], [-0.006, -0.007, -0.014], [-0.033, 0.013, -0.009], [0.006, 0.001, -0.032], [-0.018, 0.002, 0.005], [0.032, 0.023, -0.009], [0.011, -0.004, -0.011], [-0.022, 0.001, 0.010], [0.045, -0.033, 0.020], [0.411, -0.094, 0.103], [-0.098, 0.018, -0.028], [0.027, 0.015, -0.014], [-0.021, 0.019, 0.003], [-0.004, 0.053, -0.009], [-0.019, -0.016, 0.004], [-0.001, -0.011, 0.012], [0.008, -0.016, -0.003], [-0.004, 0.006, 0.003], [0.006, 0.009, -0.006], [-0.017, 0.004, -0.018], [-0.003, -0.018, -0.007]], "lumo_ha": [-0.2305, -0.2314], "s2": 3.76, "total_charge": 2, "de_lowest_kcal_mol": 0.0, "multiplicity": 4}

---

{"formula": "C9H17BrSi", "method": "ωB97M-V/def2-TZVPD", "species": ["C", "C", "C", "C", "C", "C", "C", "C", "C", "Si", "Br", "H", "H", "H", "H", "H", "H", "H", "H", "H", "H", "H", "H", "H", "H", "H", "H", "H"], "xyz": [[-0.414375, 0.364715, 0.148681], [0.726155, 0.767517, 0.096462], [2.985728, 0.541899, -1.008874], [1.919004, 2.702766, -0.143007], [2.726647, 0.996668, 1.511820], [-1.184891, -2.780830, 0.189529], [-4.430078, -1.602775, -0.523048], [-1.787861, 0.110272, 0.003509], [2.150190, 1.212538, 0.125024], [-2.687572, -1.589986, 0.414034], [-2.783220, 1.833997, 0.161836], [3.977721, 1.055112, -1.172010], [3.235103, -0.403679, -0.878509], [2.533300, 0.621713, -2.028744], [0.982252, 2.800461, -0.720628], [2.838030, 3.036139, -0.720099], [1.723908, 3.107534, 0.851421], [2.269379, 1.539410, 2.384850], [3.847352, 1.269470, 1.769471], [2.730327, -0.110725, 1.863922], [-0.901580, -3.241003, -0.775514], [-0.242864, -2.118759, 0.299775], [-1.372773, -3.574476, 0.819626], [-4.364465, -0.894601, -1.367277], [-4.507722, -2.478746, -1.240315], [-5.303660, -1.469960, -0.011576], [-1.580664, -0.136256, -1.831173], [-3.083379, -1.558420, 1.780819]], "forces_ev_per_angstrom": [[1.002, 0.535, 0.032], [0.516, -1.528, 0.774], [-0.218, 5.009, -1.610], [0.943, 0.002, -0.819], [2.536, -1.563, 3.323], [0.822, 2.658, -2.431], [4.022, -1.297, -3.460], [-0.841, -0.258, -3.534], [-0.972, -0.407, -0.606], [-0.016, 1.029, -2.123], [0.180, -1.015, 0.006], [-0.907, -0.101, 0.608], [0.705, -4.563, 1.034], [-0.191, 0.033, 0.962], [0.779, 0.377, -0.081], [-1.257, 0.494, 1.000], [0.383, 0.783, -0.391], [-0.411, -0.345, -1.279], [-1.808, -0.231, -1.554], [-0.313, 1.620, -0.907], [-0.968, 0.306, 0.003], [-1.488, -1.186, 0.891], [0.393, -1.593, 1.926], [0.022, 0.619, 0.725], [-0.041, 0.177, 1.386], [-2.033, 0.297, 1.642], [-0.872, 0.214, 3.244], [0.033, -0.065, 1.240]], "lumo_ha": -0.0138, "total_charge": 0, "de_lowest_kcal_mol": 139.7}

---

{"formula": "C34H23AuF13N2O5", "method": "ωB97M-V/def2-TZVPD", "species": ["Au", "C", "C", "C", "C", "C", "N", "C", "C", "C", "C", "C", "C", "C", "C", "O", "C", "F", "F", "F", "C", "F", "F", "F", "C", "C", "C", "O", "C", "F", "F", "F", "C", "F", "F", "F", "H", "H", "H", "H", "H", "H", "H", "H", "H", "H", "H", "H", "C", "C", "C", "C", "C", "C", "C", "F", "C", "C", "C", "O", "C", "C", "N", "C", "C", "O", "O", "H", "H", "H", "H", "H", "H", "H", "H", "H", "H", "H"], "xyz": [[0.073879, 0.024610, 0.058880], [2.773523, 4.876565, 3.852227], [2.125495, 4.109448, 2.729603], [0.963797, 4.563004, 2.111794], [0.365349, 3.828095, 1.112156], [0.903887, 2.615190, 0.661709], [0.229175, 1.912246, -0.331490], [-0.500338, 2.498807, -1.347435], [0.028140, 3.646735, -1.960454], [-0.620573, 4.282603, -2.994680], [-1.825348, 3.789964, -3.487903], [-2.535725, 4.444776, -4.644089], [-2.340997, 2.651371, -2.892769], [-1.717504, 1.991373, -1.831811], [-2.412763, 0.758316, -1.214053], [-1.895883, 0.245701, -0.053352], [-2.451681, -0.385367, -2.279695], [-1.194487, -0.689257, -2.649320], [-3.120366, -0.086618, -3.413238], [-3.007910, -1.491754, -1.777075], [-3.871490, 1.153023, -0.798434], [-4.730300, 1.240101, -1.839617], [-3.877523, 2.348832, -0.186383], [-4.399143, 0.269622, 0.051323], [2.070572, 2.136512, 1.286286], [2.652715, 2.903631, 2.295991], [2.762356, 0.847471, 0.801889], [2.070244, 0.087293, -0.100088], [4.045253, 1.279461, 0.020928], [4.603855, 0.259621, -0.638576], [5.003288, 1.800861, 0.816664], [3.736755, 2.218216, -0.887516], [3.177148, -0.088824, 1.984833], [4.038009, 0.445021, 2.879970], [2.091476, -0.463463, 2.676724], [3.759605, -1.202974, 1.521236], [2.566617, 5.944334, 3.769932], [3.855450, 4.737778, 3.848049], [2.401676, 4.542216, 4.824518], [0.509968, 5.495374, 2.431146], [-0.557041, 4.171265, 0.661607], [0.980053, 4.017207, -1.602067], [-0.175255, 5.167063, -3.438092], [-2.213381, 5.479105, -4.768569], [-3.616463, 4.440442, -4.494626], [-2.334185, 3.919289, -5.580968], [-3.281634, 2.271986, -3.267281], [3.560677, 2.555574, 2.766548], [-1.475767, -5.457619, 5.205014], [-0.581660, -4.395242, 5.835316], [-1.000754, -4.129909, 7.273201], [-0.095674, -3.088062, 7.907109], [-0.144265, -1.825181, 7.092170], [0.055058, -0.589606, 7.667405], [-0.006240, 0.558422, 6.887332], [0.200807, 1.750335, 7.495435], [-0.266856, 0.511096, 5.548983], [-0.470519, -0.735227, 4.948436], [-0.693298, -0.759907, 3.482499], [-0.821048, 0.306392, 2.898229], [-0.752448, -2.081239, 2.890436], [-0.742071, -3.150344, 3.728433], [-0.613926, -3.125946, 5.077853], [-0.414036, -1.901149, 5.712078], [-0.838408, -2.512740, 1.417038], [-1.414999, -3.570429, 1.222482], [-0.134149, -1.950589, 0.475863], [-1.610304, -6.269413, 5.920584], [-1.052833, -5.886346, 4.299004], [-2.455064, -5.041763, 4.964074], [0.453461, -4.758433, 5.840919], [-0.968962, -5.068520, 7.827772], [-2.035579, -3.772875, 7.275065], [0.929627, -3.471449, 7.939242], [-0.393600, -2.880544, 8.935792], [0.261212, -0.504089, 8.727283], [-0.304987, 1.403373, 4.936007], [-0.852890, -4.123443, 3.276513]], "forces_ev_per_angstrom": [[-0.213, 0.221, -0.025], [-0.027, -0.034, -0.011], [-0.027, 0.016, -0.043], [0.028, -0.003, 0.011], [-0.017, 0.032, 0.030], [-0.094, 0.179, 0.018], [0.242, 0.033, -0.011], [-0.072, 0.091, 0.084], [0.022, 0.002, -0.023], [-0.016, -0.003, -0.009], [0.008, 0.019, 0.005], [0.019, -0.041, 0.023], [-0.004, -0.002, -0.030], [-0.080, -0.070, 0.005], [-0.103, 0.101, -0.189], [0.180, -0.146, 0.163], [0.001, -0.117, 0.115], [-0.060, -0.006, 0.043], [0.060, -0.005, 0.036], [0.003, 0.091, -0.072], [0.014, -0.039, 0.126], [0.040, 0.051, 0.051], [0.008, -0.100, -0.016], [0.004, 0.034, -0.116], [0.048, -0.085, 0.018], [-0.026, -0.008, 0.052], [0.219, 0.233, -0.029], [-0.233, -0.562, 0.367], [-0.080, 0.004, -0.082], [0.016, 0.034, 0.056], [-0.050, 0.026, -0.028], [0.011, -0.060, 0.022], [-0.080, -0.099, -0.029], [-0.027, -0.055, -0.043], [0.004, 0.055, -0.058], [-0.015, 0.071, 0.041], [0.007, 0.002, 0.000], [-0.002, 0.006, 0.010], [0.009, 0.007, -0.005], [0.002, -0.005, 0.001], [0.019, 0.018, 0.003], [-0.009, 0.010, -0.003], [-0.002, -0.003, 0.001], [-0.007, 0.005, 0.002], [-0.001, 0.012, -0.004], [0.004, 0.010, -0.006], [0.019, -0.015, 0.014], [-0.004, 0.004, -0.037], [0.020, 0.008, 0.020], [0.000, 0.023, -0.060], [-0.008, 0.050, -0.005], [-0.009, 0.014, -0.028], [-0.023, -0.032, -0.014], [-0.008, 0.020, 0.011], [-0.006, -0.032, 0.035], [0.002, 0.000, 0.003], [0.031, 0.037, -0.002], [0.101, -0.087, 0.088], [-0.037, 0.218, -0.235], [0.060, 0.012, -0.503], [0.074, 0.065, -0.135], [0.035, -0.047, -0.001], [-0.060, -0.025, 0.054], [0.043, -0.015, 0.049], [0.448, -0.351, -0.017], [-0.240, -0.030, -0.147], [-0.140, 0.352, 0.361], [0.012, -0.012, -0.008], [-0.017, 0.014, -0.013], [-0.009, -0.008, 0.014], [0.007, -0.006, 0.022], [0.014, -0.009, -0.013], [-0.011, -0.035, 0.027], [0.002, -0.005, 0.025], [0.005, 0.010, 0.003], [-0.006, 0.009, 0.001], [-0.011, -0.071, 0.006], [-0.005, 0.024, 0.029]], "lumo_ha": 0.0812, "total_charge": -1}